No. 1
Below is a 3-piece molecular cluster, C4H14NO2 overall at a distorted geometry, with properties calculated with ωB97M-V/def2-TZVPD.

The geometry in XYZ format:
```
21
Properties=species:S:1:pos:R:3:lowdin_charge:R:1
O 0.59864 0.76567 0.53164 -0.044
O 3.23629 0.96125 0.87413 -0.060
N 2.50170 -1.08721 -1.04588 0.041
C -1.61609 0.81120 -0.24159 0.187
C -2.24578 -0.27668 0.50063 -0.182
C -2.19110 -1.57183 -0.32443 -0.035
C -0.55223 1.63789 0.34475 -0.137
H -2.13637 1.16164 -1.13526 0.165
H -2.60770 -1.36928 -1.31653 0.096
H 2.28567 1.07104 0.88104 -0.020
H -1.75555 -0.33847 1.47783 0.138
H -0.27350 2.48174 -0.28405 0.145
H -0.82391 1.95831 1.35388 0.171
H 2.63366 -2.07244 -0.87204 0.024
H 2.72715 -0.95400 -2.02386 0.025
H 0.57201 0.11483 -0.18917 0.071
H 3.64490 1.44916 1.60168 0.062
H 3.11085 -0.50360 -0.48277 -0.009
H -2.67018 -2.42486 0.15525 0.102
H -1.15165 -1.86228 -0.48694 0.086
H -3.28681 0.04795 0.68171 0.176
```

Properties
**LUMO**: -7.671 eV
**Relative energy (zero: lowest compared OMol25 entry of this formula, charge and spin)**: 95.14 kcal/mol
**Net charge**: +1
**HOMO level**: -13.2353 eV

=====

No. 2
Below is one molecule with the formula C4H9NS3 at a distorted geometry, with properties calculated with ωB97M-V/def2-TZVPD.

The geometry in XYZ format:
```
17
Properties=species:S:1:pos:R:3:lowdin_charge:R:1
S -3.34264 -0.34554 -0.39622 0.662
S 3.43599 -0.77996 -0.66252 0.627
S 0.95761 -1.69741 0.62102 0.860
N 0.86776 1.61355 0.76196 -0.021
C -0.75978 -0.88934 0.72426 -0.495
C 1.35266 0.98430 -0.38943 -0.413
C 1.89788 -0.44768 -0.17081 -1.144
C -1.70254 -1.09879 -0.59241 -0.629
H -1.19250 -1.43574 1.56403 0.049
H 1.56131 1.37396 1.64961 0.185
H -1.79948 -2.30536 -0.50300 0.115
H -2.91917 0.94689 -0.62907 -0.123
H -1.14883 -0.73553 -1.47425 0.046
H 0.53211 0.70961 -1.21882 0.142
H 2.11332 1.36957 -1.03347 0.060
H 0.73131 2.56580 0.74709 0.042
H -0.58503 0.17168 1.00204 0.036
```

Properties
**LUMO**: -0.210 eV
**Relative energy (zero: lowest compared OMol25 entry of this formula, charge and spin)**: 40.16 kcal/mol
**HOMO level**: -8.6115 eV
**SMILES string**: NCC(=S)SCCS

=====

No. 3
Below is one molecule with the formula C4H5NO2, with properties calculated with ωB97M-V/def2-TZVPD.

The geometry in XYZ format:
```
12
Properties=species:S:1:pos:R:3:lowdin_charge:R:1
O 1.67380 -0.28881 1.89642 -0.061
O -0.05661 -1.64336 -1.36311 0.005
N 0.62961 -1.10285 -0.54138 0.018
C -1.10380 0.42833 -0.32493 -0.020
C 0.08452 0.09814 0.11803 -0.242
C -2.01710 0.11933 -1.21024 0.049
C 1.07708 0.69360 1.07969 -0.231
H 0.58555 1.41076 1.74001 0.124
H -2.85869 -0.52648 -0.97871 0.079
H 2.07519 -0.93953 1.30361 0.076
H 1.83901 1.24099 0.50185 0.122
H -1.92855 0.50988 -2.22124 0.082
```

Properties
**LUMO**: -0.585 eV
**Relative energy (zero: lowest compared OMol25 entry of this formula, charge and spin)**: 115.86 kcal/mol
**HOMO level**: -9.4111 eV
**SMILES string**: C=C=C(CO)N=O

=====

No. 4
Below is a 10-piece molecular cluster, C22H67ClN5O13 overall at a distorted geometry, with properties calculated with ωB97M-V/def2-TZVPD.

The geometry in XYZ format:
```
108
Properties=species:S:1:pos:R:3:lowdin_charge:R:1
Cl -11.18004 -20.23373 -10.52657 0.662
O -10.82936 -19.44570 -11.69026 -0.369
O -14.48566 -17.82353 -6.62007 -0.223
O -8.50172 -14.73455 -11.66865 -0.165
O -12.74702 -16.83824 -8.53336 -0.065
O -10.09145 -17.80830 -6.96011 -0.062
O -13.19986 -23.81848 -9.09840 -0.090
O -12.41166 -20.92062 -10.72586 -0.324
O -8.69446 -21.32800 -15.79507 -0.186
O -14.84776 -17.37772 -12.59675 -0.195
O -9.56192 -20.87365 -7.23376 -0.063
O -10.07246 -21.07719 -10.15423 -0.370
O -11.26500 -19.27905 -9.43909 -0.362
O -5.74025 -20.39381 -7.82164 -0.184
N -11.79212 -17.76409 -14.65905 0.036
N -8.70017 -17.81048 -13.68642 0.040
N -7.45594 -23.45240 -14.06085 0.045
N -11.90112 -20.11290 -5.46686 0.033
N -7.07891 -22.14388 -10.07828 0.053
C -9.18547 -21.67806 -14.49267 -0.170
C -15.75304 -18.36640 -12.11990 -0.101
C -8.72920 -13.42075 -12.22165 -0.095
C -13.03284 -25.00160 -9.88336 -0.330
C -12.65929 -17.27722 -13.60407 -0.428
C -14.06673 -17.85327 -13.68898 -0.201
C -9.07932 -15.72157 -12.50881 -0.199
C -6.46328 -19.99384 -8.99259 -0.182
C -6.41324 -20.26048 -11.53048 -0.055
C -13.70709 -18.54200 -5.66625 -0.182
C -8.88082 -23.15033 -14.24192 -0.441
C -15.57420 -17.16606 -6.05969 -0.123
C -9.13744 -20.09096 -16.26144 -0.137
C -6.20175 -20.97192 -10.15988 -0.399
C -13.78684 -20.74693 -7.01957 -0.018
C -12.65024 -15.70490 -13.58039 -0.046
C -11.54934 -25.18650 -10.05714 -0.087
C -4.37502 -20.00124 -7.85824 -0.116
C -8.00192 -16.69609 -13.01687 -0.423
C -9.75504 -23.61404 -13.07278 -0.066
C -6.94562 -16.08745 -13.95694 -0.055
C -12.89488 -19.61248 -6.41332 -0.408
H -11.75468 -15.32750 -14.06358 0.051
H -8.00869 -13.16505 -13.00289 0.079
H -10.57892 -17.76688 -7.79566 -0.006
H -14.57592 -17.54912 -14.60577 0.127
H -7.20415 -19.51157 -11.61431 0.058
H -9.71373 -20.06301 -17.18996 0.085
H -13.89103 -21.49899 -6.23274 0.070
H -9.57407 -19.49211 -15.45705 0.050
H -12.28057 -20.03849 -4.51726 0.061
H -9.21463 -18.28386 -12.94275 0.048
H -9.50974 -23.10310 -12.14283 0.065
H -9.73021 -13.22861 -12.60481 0.083
H -9.20251 -23.78550 -15.07740 0.129
H -8.54242 -21.18155 -13.75540 0.120
H -11.05395 -24.27304 -10.37486 0.062
H -13.46424 -17.26472 -8.04730 -0.001
H -3.82407 -20.58321 -8.60299 0.073
H -9.48205 -15.36473 -13.46011 0.111
H -16.31129 -17.94849 -11.28329 0.083
H -8.51982 -12.82034 -11.33368 0.086
H -6.28399 -16.86817 -14.33507 0.069
H -13.56884 -25.89637 -9.55974 0.104
H -7.41838 -17.17806 -12.21988 0.124
H -16.41849 -18.67139 -12.92933 0.083
H -6.12237 -19.00373 -9.32305 0.110
H -11.26709 -25.41233 -9.02487 0.079
H -9.79156 -20.78816 -8.16765 -0.024
H -15.15758 -19.17658 -11.68935 0.086
H -14.36251 -19.09720 -4.98007 0.119
H -7.97851 -21.71372 -9.86522 0.031
H -10.81984 -17.67310 -14.37311 0.020
H -7.50143 -19.78217 -8.73538 0.121
H -14.75492 -20.33644 -7.29421 0.071
H -9.82047 -16.34528 -12.00173 0.127
H -10.23039 -21.38372 -14.43833 0.129
H -9.16664 -21.74798 -7.14622 0.037
H -7.40454 -15.56730 -14.79916 0.077
H -5.17730 -21.31606 -10.00318 0.114
H -6.49598 -21.11066 -12.20571 0.052
H -13.11724 -17.82717 -5.08761 0.135
H -13.18686 -21.24646 -7.77792 0.061
H -7.23666 -24.41868 -14.25691 0.067
H -9.68584 -24.69888 -12.95366 0.072
H -7.23364 -22.53058 -11.00425 0.041
H -11.33914 -25.99883 -10.75608 0.071
H -12.60612 -15.48561 -12.50758 0.070
H -16.12263 -17.74788 -5.31010 0.085
H -5.57726 -19.63101 -11.86804 0.070
H -11.81782 -21.12768 -5.45488 0.064
H -6.34247 -15.40632 -13.35485 0.074
H -9.38064 -17.16834 -7.06189 0.028
H -13.58787 -15.20505 -13.82550 0.066
H -13.35777 -23.06498 -9.67577 0.060
H -11.92672 -18.75702 -14.82480 0.057
H -16.29229 -16.81709 -6.80513 0.087
H -3.93890 -20.27640 -6.89968 0.083
H -12.15924 -17.57215 -12.67617 0.106
H -13.92349 -18.93828 -13.65368 0.120
H -8.30703 -19.42058 -16.53644 0.081
H -15.22352 -16.23550 -5.58260 0.092
H -4.32142 -18.92943 -8.05232 0.084
H -10.79337 -23.50134 -13.39175 0.083
H -6.94720 -22.90519 -14.74937 0.068
H -7.96541 -18.45159 -13.97196 0.065
H -12.30991 -19.09626 -7.17602 0.088
H -12.50814 -17.47256 -9.22520 0.011
H -13.54133 -24.81648 -10.84155 0.105
```

Properties
**LUMO**: 2.570 eV
**Net charge**: -1
**HOMO level**: -6.1908 eV

=====

No. 5
Below is a 2-piece molecular cluster, CH4O3 overall at a distorted geometry, with properties calculated with ωB97M-V/def2-TZVPD.

The geometry in XYZ format:
```
8
Properties=species:S:1:pos:R:3:lowdin_charge:R:1
O -1.65711 1.23450 0.98275 0.044
O 2.25749 1.42014 2.68678 -0.090
O 0.00000 0.00000 0.00000 0.082
C -1.23290 0.23868 0.38091 -0.395
H 1.72074 0.63036 2.44932 0.034
H -1.89556 -0.46186 -0.16480 0.133
H 0.03093 -0.85348 -0.51247 0.142
H 1.68032 1.93976 3.29104 0.049
```

Properties
**LUMO**: 0.253 eV
**Relative energy (zero: lowest compared OMol25 entry of this formula, charge and spin)**: 18.43 kcal/mol
**HOMO level**: -10.9632 eV
**SMILES string**: O=CO.O

=====

No. 6
Below is a 6-piece molecular cluster, C18H40BN6O8 overall at a distorted geometry, with properties calculated with ωB97M-V/def2-TZVPD.

The geometry in XYZ format:
```
73
Properties=species:S:1:pos:R:3:lowdin_charge:R:1
O 3.07136 -0.30439 4.19581 0.027
O 1.87408 -2.60424 1.31555 0.004
O -5.15463 -3.58007 -5.33582 0.005
O 5.67645 2.69412 3.67604 -0.156
O 0.00315 -2.76815 -2.17950 0.016
O 1.25163 5.23469 3.43681 0.032
O 5.95982 1.87045 1.52099 -0.078
O 3.75563 2.76153 0.83110 -0.055
N -6.89954 -2.26599 -5.82937 0.008
N 1.31781 -1.69459 4.16850 0.010
N 2.82228 -2.91319 -0.68917 0.010
N 1.52222 7.10154 2.23711 0.007
N -1.98525 -2.51899 -3.17957 0.011
N 4.74636 5.11576 1.37252 0.144
C -8.24393 -1.94950 -6.26074 -0.078
C -1.68275 -4.35356 -1.57430 -0.006
C -3.36842 -2.82570 -3.48693 -0.092
C -1.14839 -3.16285 -2.32277 -0.526
C -7.13172 -4.69879 -6.08669 -0.008
C -0.64735 5.94573 2.17107 -0.021
C 0.76954 6.05262 2.66884 -0.560
C 4.10601 4.12440 1.07398 -0.232
C 1.99175 -0.62524 4.67322 -0.526
C 4.53441 1.88210 1.74452 -0.266
C 1.14298 8.16686 1.33677 -0.089
C 2.06782 -2.18681 0.17816 -0.532
C 1.36806 0.12990 5.81650 -0.009
C 3.16571 -2.60076 -2.05843 -0.088
C -6.31420 -3.48965 -5.72136 -0.522
C 1.49524 -0.88249 -0.30205 -0.005
C 0.04284 -2.22889 4.58764 -0.089
C 4.33602 2.27568 3.33468 -0.125
B 6.73447 2.25471 2.72484 -0.668
H -3.97443 -1.95086 -3.23756 0.084
H 1.80135 -2.14883 3.40244 0.101
H 1.26137 9.11797 1.86184 0.077
H -8.74713 -1.41692 -5.45059 0.084
H -7.43644 -4.64361 -7.13424 0.086
H -3.44487 -3.01827 -4.55296 0.055
H -6.28845 -1.50509 -5.56682 0.145
H -1.99091 -5.13138 -2.27679 0.084
H 2.30115 -0.20108 -0.58516 0.087
H -0.89996 -4.75862 -0.93217 0.086
H -8.81494 -2.83888 -6.51923 0.075
H 2.79367 -3.40696 -2.69480 0.074
H 0.18978 -3.26868 4.89039 0.078
H -1.55431 -1.73156 -3.64335 0.141
H 0.91960 -0.42044 0.50093 0.087
H 2.02240 0.95250 6.10687 0.088
H 4.24408 0.77689 1.54417 0.159
H -1.11644 5.06077 2.60190 0.080
H 1.23987 -0.53060 6.67753 0.078
H -8.00948 -4.76822 -5.44014 0.086
H -6.53010 -5.59758 -5.94931 0.086
H 7.32990 1.42628 3.34416 0.030
H 3.95496 1.28737 3.77507 0.079
H -1.22045 6.82444 2.47674 0.078
H 0.82851 -1.05569 -1.14976 0.052
H 2.74121 -1.65458 -2.38651 0.078
H 3.17041 -3.77436 -0.29226 0.137
H 4.25478 -2.55770 -2.13676 0.082
H -0.38896 -1.66807 5.41469 0.068
H 7.52147 3.05788 2.33156 0.033
H -0.65688 5.84703 1.08304 0.081
H -8.17865 -1.29333 -7.13157 0.084
H 3.59426 3.11332 3.58360 0.118
H -0.63800 -2.19991 3.73319 0.079
H 1.81937 8.14710 0.47894 0.083
H 0.40492 0.54565 5.51125 0.082
H 0.11567 8.06946 0.99070 0.069
H -2.52514 -4.05523 -0.94618 0.085
H -3.73341 -3.68927 -2.93500 0.078
H 2.46081 7.10282 2.61420 0.139
```

Properties
**LUMO**: 1.354 eV
**Net charge**: -1
**HOMO level**: -2.7799 eV

=====

Which E belongs to each record? In order, -9950.636; -38287.808; -9809.290; -70481.901; -7243.852; -45312.533 eV.